(1)
{
  "formula": "C9H10FI",
  "method": "ωB97M-V/def2-TZVPD",
  "e_lumo_ev": [0.071, 0.067],
  "relative_energy_kj_mol": 235.6,
  "e_tot_ha": -746.36362,
  "orbital_gap_ev": [7.6, 7.6],
  "multiplicity": 1,
  "total_charge": 0,
  "symbols": ["C", "C", "C", "C", "C", "C", "C", "C", "C", "F", "I", "H", "H", "H", "H", "H", "H", "H", "H", "H", "H"],
  "positions_angstrom": [[2.4631, 1.9036, -0.0471], [2.0172, 1.4161, -1.2724], [1.5729, 1.8670, 1.0591], [0.7455, 0.9236, -1.3984], [0.3237, 1.2662, 0.8597], [-0.1697, 0.8255, -0.3509], [-1.7739, -2.9946, 0.2663], [-1.4333, 0.1596, -0.4571], [-0.7683, -1.8945, 0.6478], [0.4319, -1.9889, 0.2287], [-3.0131, 0.9199, 0.7044], [3.3676, 2.4844, 0.0401], [2.5533, 1.5691, -2.1663], [1.7724, 2.3084, 1.9888], [0.6005, 0.8707, -2.4341], [-0.3126, 1.2038, 1.6959], [-2.5180, -2.9568, 1.0216], [-1.9587, -2.7929, -0.8221], [-1.1943, -3.8695, 0.3348], [-1.7670, 0.1219, -1.4167], [-0.9391, -1.3427, 1.5182]]
}

=====

(2)
{
  "formula": "C28H16Cl5IrN5O4Se",
  "method": "ωB97M-V/def2-TZVPD",
  "e_lumo_ev": [-6.120, -10.301],
  "e_tot_ha": -6457.29243,
  "orbital_gap_ev": [6.1, 3.7],
  "multiplicity": 6,
  "total_charge": 2,
  "symbols": ["Ir", "N", "C", "C", "C", "C", "C", "C", "C", "C", "N", "C", "H", "H", "H", "H", "H", "H", "H", "H", "Se", "N", "C", "C", "C", "C", "C", "C", "N", "H", "H", "H", "H", "Cl", "C", "C", "C", "Cl", "C", "Cl", "C", "Cl", "C", "Cl", "O", "C", "O", "C", "C", "C", "C", "C", "C", "N", "O", "O", "H", "H", "H", "H"],
  "positions_angstrom": [[0.1511, -0.2076, -0.0076], [-0.2124, -0.0998, 2.1037], [-0.8926, -1.2849, 2.5580], [-0.9406, -1.6729, 3.8734], [-1.7375, -2.7611, 4.2606], [-2.5081, -3.4238, 3.3446], [-2.4673, -3.0641, 1.9823], [-3.2289, -3.6989, 0.9836], [-3.1100, -3.2982, -0.3234], [-2.2000, -2.2827, -0.6435], [-1.4744, -1.6752, 0.2685], [-1.6099, -2.0065, 1.5775], [0.4693, 0.2072, 2.8009], [-0.9543, 0.6213, 2.0705], [-0.3877, -1.1297, 4.6250], [-1.7693, -3.0437, 5.2994], [-3.1595, -4.2287, 3.6452], [-3.8960, -4.4976, 1.2702], [-3.6915, -3.7562, -1.1072], [-2.0764, -1.9819, -1.6757], [-0.0205, 1.4916, -2.9235], [0.3184, -0.2034, -1.9974], [0.2942, -1.1620, -2.9283], [0.4859, -2.5329, -2.6952], [0.4470, -3.4338, -3.7579], [0.2084, -2.9885, -5.0519], [0.0162, -1.6264, -5.3232], [0.0656, -0.7002, -4.2871], [-0.1154, 0.6124, -4.4209], [0.6731, -2.8769, -1.6874], [0.6004, -4.4858, -3.5714], [0.1546, -3.6951, -5.8676], [-0.1820, -1.2826, -6.3245], [2.1901, -2.6587, 0.6747], [3.0140, -1.1883, 0.3602], [2.2212, -0.0719, 0.1157], [2.8650, 1.1333, -0.1530], [1.8754, 2.4883, -0.4881], [4.2626, 1.2400, -0.1692], [5.0108, 2.7341, -0.5008], [5.0395, 0.0916, 0.0730], [6.7364, 0.1917, 0.0208], [4.4127, -1.1402, 0.3353], [5.3377, -2.5500, 0.5844], [-2.5361, 0.9441, 0.9806], [-2.1837, 1.7479, 0.1246], [-1.1555, 1.6081, -0.6011], [-2.9123, 3.0547, -0.0453], [-4.2979, 3.1510, 0.0160], [-4.8960, 4.4026, -0.0238], [-4.1157, 5.5481, -0.0780], [-2.7355, 5.4250, -0.1410], [-2.1180, 4.1844, -0.1522], [-1.8803, 6.6156, -0.1692], [-0.6933, 6.4058, -0.2074], [-2.4298, 7.6816, -0.1393], [-4.8966, 2.2560, 0.0996], [-5.9724, 4.4888, 0.0142], [-4.5645, 6.5303, -0.0626], [-1.0428, 4.1079, -0.2188]]
}

=====

(3)
{
  "formula": "C6H11NO",
  "method": "ωB97M-V/def2-TZVPD",
  "e_lumo_ev": 0.974,
  "relative_energy_kj_mol": 90.4,
  "smiles": "CC1=N[C@H](C)O[C@H]1C",
  "e_tot_ha": -365.19703,
  "orbital_gap_ev": 10.5,
  "multiplicity": 1,
  "total_charge": 0,
  "symbols": ["N", "O", "C", "C", "C", "C", "C", "C", "H", "H", "H", "H", "H", "H", "H", "H", "H", "H", "H"],
  "positions_angstrom": [[-0.0127, 0.2568, 1.6575], [-0.3462, 0.6727, -0.6434], [1.1421, 0.4763, 1.1135], [2.4851, 0.1867, 1.7474], [-1.6716, -1.0349, 0.4734], [1.3358, 2.3733, -0.3997], [-1.0413, 0.3449, 0.5572], [1.0191, 0.9000, -0.3116], [3.1425, -0.2319, 0.9961], [2.9280, 1.1292, 2.1167], [2.4199, -0.4963, 2.5939], [-2.4600, -1.0413, -0.2480], [-2.1017, -1.2493, 1.4526], [-0.9450, -1.8653, 0.2851], [2.3536, 2.4999, -0.0413], [1.2637, 2.7228, -1.4154], [0.6809, 3.0390, 0.2049], [-1.7992, 1.1013, 0.8335], [1.6614, 0.2702, -0.9181]]
}

=====

(4)
{
  "formula": "C3H12N4",
  "method": "ωB97M-V/def2-TZVPD",
  "e_lumo_ev": -7.537,
  "relative_energy_kj_mol": 385.5,
  "smiles": "[H]/N=C(/C[NH2+]C)N[NH3+]",
  "e_tot_ha": -339.78537,
  "orbital_gap_ev": 11.6,
  "multiplicity": 1,
  "total_charge": 2,
  "symbols": ["C", "C", "C", "N", "N", "N", "N", "H", "H", "H", "H", "H", "H", "H", "H", "H", "H", "H", "H"],
  "positions_angstrom": [[0.7286, -0.2076, 0.0544], [-2.7659, 0.0602, -0.4858], [-0.5972, 0.6612, 0.5828], [0.6251, -1.4352, -0.0080], [1.8848, 0.5301, 0.0132], [3.1779, -0.0557, -0.0715], [-1.7668, -0.3334, 0.5638], [-2.0142, 0.1375, -1.3277], [-3.3660, -0.7172, -0.7853], [-3.2340, 1.0170, -0.3802], [-0.8975, 1.6005, -0.1376], [-0.0825, 1.0182, 1.4553], [1.4200, -2.1619, -0.2071], [1.7008, 1.5328, -0.2016], [3.7449, 0.3135, 0.7005], [3.0399, -1.1314, 0.2230], [3.6145, 0.0961, -1.0445], [-2.1621, -0.4398, 1.5503], [-1.2495, -1.1892, 0.4702]]
}

=====

Which value of multiplicity does entry 2 give? 6

=====

multiplicity of number 4 (C3H12N4)? 1

=====

Which formula does entry 1 have? C9H10FI

=====

Among the records above, which one has the highest multiplicity? C28H16Cl5IrN5O4Se